Below is a 12-piece molecular cluster, C63H63F9O3 overall, with properties calculated with wB97M-V/def2-TZVPD.

Results
Relative energy (zero: lowest compared OMol25 entry of this formula, charge and spin) in eV: 0.884
SMILES string: Fc1ccccc1.Fc1ccccc1.Fc1ccccc1.Fc1ccccc1.Fc1ccccc1.Fc1ccccc1.Fc1ccccc1.Fc1ccccc1.Fc1ccccc1.CC(C)=O.CC(C)=O.CC(C)=O
HOMO-LUMO gap in eV: 9.5
LUMO level in eV: 0.596

```
! RIJCOSX wB97M-V def2-TZVPD def2/J DEFGRID3
* xyz 0 1
C 18.301 16.219 15.712
C 17.211 7.566 13.845
H 17.850 8.418 15.720
C 18.515 17.040 20.438
O 11.168 10.333 16.466
C 18.278 15.730 19.992
C 9.425 13.966 13.309
F 7.480 13.925 14.601
H 11.543 12.342 18.831
C 15.963 16.403 19.666
H 18.744 10.344 20.189
C 20.364 15.082 16.351
C 20.618 16.118 17.265
H 16.230 12.296 17.165
C 15.049 10.708 18.944
H 11.923 8.266 14.197
H 12.093 10.839 13.548
H 17.495 13.110 12.242
C 20.281 10.701 15.759
C 16.966 11.605 20.260
H 16.145 10.095 15.708
C 13.933 13.115 15.587
F 22.396 9.623 15.909
H 8.866 13.733 12.415
C 17.875 12.676 10.167
F 13.206 14.381 18.797
H 15.012 12.494 20.073
C 19.770 17.176 17.438
C 12.980 11.820 10.521
H 16.318 6.910 11.980
C 9.520 14.589 15.654
H 16.766 14.422 19.267
H 10.194 8.179 14.722
F 16.663 16.522 9.563
C 18.552 17.163 16.710
H 14.412 10.254 13.813
C 14.085 17.394 16.408
C 15.624 11.642 19.817
H 14.101 12.741 12.184
H 15.804 18.168 15.365
H 21.487 16.066 17.904
C 13.254 11.264 9.156
F 14.435 8.581 11.814
C 17.573 13.502 11.239
C 11.043 13.228 22.084
C 14.227 12.035 11.364
H 12.509 16.729 17.654
C 8.795 14.152 14.530
C 11.065 12.453 20.923
H 18.213 12.525 8.082
H 19.965 17.850 18.258
C 11.188 9.909 15.336
C 15.096 18.356 16.159
H 15.518 18.438 20.246
C 16.252 17.649 20.185
C 13.254 18.744 18.225
C 17.719 10.482 19.876
H 14.133 20.690 18.397
H 11.453 7.815 15.899
H 17.314 14.841 7.638
C 11.649 14.443 22.039
H 17.231 13.657 16.617
H 10.485 11.546 21.020
H 18.728 12.474 18.160
F 19.256 14.813 19.983
C 11.710 12.880 19.752
H 12.465 15.086 14.101
C 14.202 19.742 17.884
H 13.504 13.074 14.586
H 18.100 11.657 10.444
H 13.457 13.936 16.124
H 14.111 10.889 18.440
H 11.573 15.142 22.859
H 17.775 17.864 16.976
H 12.840 11.981 8.447
H 18.058 6.897 13.795
F 17.376 12.555 21.118
H 22.440 10.423 18.394
C 21.403 10.309 16.501
H 10.383 10.501 13.465
C 13.203 17.537 17.474
H 15.491 8.953 17.831
C 15.301 8.554 12.817
F 14.037 16.356 15.508
F 19.070 14.187 14.702
C 11.177 10.824 14.138
C 17.524 17.972 20.609
O 15.923 13.542 14.478
H 12.500 18.965 18.966
H 12.693 10.343 9.002
H 14.502 11.062 11.770
H 20.170 10.448 14.715
H 20.555 11.656 19.471
H 11.011 11.862 14.426
C 16.985 15.436 19.566
C 12.442 14.816 21.001
C 21.521 10.649 17.873
C 11.422 14.831 14.214
C 12.489 14.058 19.852
C 16.132 9.404 14.878
C 17.856 13.178 8.864
H 14.958 16.115 19.395
H 9.108 14.693 16.646
H 15.665 13.813 17.552
H 12.979 15.753 20.972
C 15.905 9.691 18.504
C 10.851 14.956 15.495
H 21.099 14.302 16.214
C 16.287 7.589 12.819
H 10.446 12.884 22.915
C 11.218 8.409 15.015
H 11.140 14.178 12.155
H 19.536 17.207 20.747
C 15.185 9.500 13.824
C 19.291 11.536 16.311
C 20.529 11.453 18.411
H 17.716 18.957 21.009
H 11.372 15.401 16.329
C 15.156 19.534 16.885
C 10.714 14.318 13.137
H 15.877 20.325 16.741
C 17.064 15.280 9.726
C 17.233 9.516 18.999
C 16.208 13.306 16.754
H 17.449 16.248 15.049
C 17.134 8.434 14.912
H 13.691 12.127 15.979
H 17.858 8.700 18.670
H 15.098 12.362 10.795
O 11.877 11.988 10.987
C 17.427 14.482 8.651
H 16.966 15.583 11.742
C 17.156 14.812 11.009
H 18.474 11.860 15.684
C 19.229 15.174 15.567
H 14.302 11.088 8.912
C 19.463 11.886 17.631
C 15.385 13.394 15.560
*
```

Atom charges from the Löwdin analysis, given in e for atoms 1 to 4:
1. C -0.003
2. C -0.086
3. H 0.098
4. C -0.045

Below is C30H39AsBrF6N2O3PSiTi as an isolated structure, with properties calculated with wB97M-V/def2-TZVPD.

Results
Relative energy (zero: lowest compared OMol25 entry of this formula, charge and spin) in eV: 0.000
<S²>: 0.753
HOMO-LUMO gap (spin up / spin down) in eV: 8.1 / 8.4
LUMO level (spin up / spin down) in eV: -3.116 / -2.792

```
! RIJCOSX wB97M-V def2-TZVPD def2/J DEFGRID3
* xyz 1 2
H -4.457 1.761 -0.101
C -3.440 2.053 -0.360
C -5.890 -1.309 2.812
H -0.475 -2.242 1.772
C -2.973 -0.939 -0.568
H -2.290 -1.776 -0.431
H 1.179 -4.521 -1.444
H -1.761 0.860 -4.899
C 0.393 -3.265 0.096
Si 4.517 -0.666 -0.490
C 0.403 0.550 -6.562
O 0.443 0.900 2.034
H 2.360 0.621 -2.329
C 0.891 -2.028 -0.569
C 4.509 -0.853 -2.337
H -0.442 -0.027 -6.934
H -2.018 -0.302 2.496
C -0.740 -4.368 1.888
H 6.151 0.268 1.124
H 3.396 -2.810 0.139
C 0.931 1.445 3.038
C -0.295 -3.197 1.301
C -4.086 0.247 2.410
C 0.636 -4.494 -0.509
C 3.009 1.458 0.973
H -6.235 -2.329 2.924
C 1.742 2.691 2.876
N 0.320 0.808 -2.271
H 5.153 -2.931 0.139
C -0.804 0.885 -3.000
H 3.348 3.413 1.649
C -4.551 -1.059 2.547
H -1.725 1.046 -2.461
H 0.357 -6.615 -0.377
C -6.327 1.050 2.815
H -0.871 -6.503 1.767
C -0.818 0.794 -4.372
C -0.513 -5.600 1.293
H 1.110 1.370 5.071
F 0.943 4.972 -1.612
C 3.238 0.556 0.190
H -3.176 2.985 0.135
H 0.182 0.095 4.351
H -7.015 1.878 2.928
O 0.484 -0.907 0.016
C 3.027 2.454 2.055
H 3.658 -1.415 -2.713
H 2.021 3.126 3.834
Ti 0.445 0.953 -0.085
C -2.645 0.502 2.106
C 0.381 0.627 -5.067
H -2.297 1.439 2.547
H 5.420 -1.401 -2.596
H 4.335 -2.128 1.481
H 6.232 1.123 -0.422
F -0.833 5.291 -0.103
H 4.565 0.116 -2.842
C 6.112 0.141 0.040
H 6.964 -0.475 -0.256
C 1.543 0.567 -4.311
H -3.929 -1.157 -0.091
C -6.782 -0.256 2.943
As -2.211 0.663 0.195
H -3.137 -0.783 -1.634
H -3.856 -1.887 2.460
O 1.598 -2.036 -1.547
P 0.180 4.168 -0.501
H 2.508 0.444 -4.783
C 4.311 -2.283 0.400
C 1.469 0.660 -2.937
H 1.325 0.099 -6.924
F -0.817 3.530 -1.577
F 1.231 4.615 0.620
N 0.729 0.936 4.249
H -3.372 2.208 -1.435
H 0.330 1.553 -6.986
C 0.178 -5.656 0.090
Br -1.668 -4.281 3.533
H -4.641 2.322 2.466
F 1.220 2.800 -0.779
H -7.825 -0.450 3.154
H 1.096 3.398 2.360
C -4.989 1.298 2.550
H 3.815 2.112 2.731
F -0.486 3.098 0.620
*
```

Atom charges from the Löwdin analysis, given in e for atoms 1 to 4:
1. H 0.036
2. C -0.251
3. C -0.070
4. H 0.096

Below is a 8-piece molecular cluster, C68H86F10NO5S overall, with properties calculated with wB97M-V/def2-TZVPD.

Results
HOMO-LUMO gap in eV: 8.0
LUMO level in eV: -2.238

```
! RIJCOSX wB97M-V def2-TZVPD def2/J DEFGRID3
* xyz 1 1
C 0.954 4.602 3.703
H -3.762 -1.767 1.659
H -6.687 -2.683 -2.758
H 0.532 2.094 1.256
H -2.134 -2.824 3.697
C -8.114 0.893 -6.640
C -6.443 -1.227 0.379
C -11.977 -0.588 2.042
C 3.610 2.175 0.539
H 10.244 -2.874 -0.022
C -1.577 -0.444 -5.041
H -2.909 -2.518 5.268
C -8.292 1.664 -5.508
H 1.994 3.553 -0.011
C 11.148 2.301 -1.908
H -4.157 0.366 -2.494
H 10.748 1.307 3.917
C -3.581 3.716 3.074
H 2.910 2.903 -1.323
H -5.916 -2.171 0.471
C -3.039 -2.496 4.195
H -1.146 1.858 -0.527
C 6.802 -5.942 0.566
H -11.264 -0.175 -7.141
C 0.531 1.251 0.572
C 8.002 -7.909 -0.028
C 7.472 -8.558 1.078
H 8.063 -6.066 -1.152
H -3.266 -1.777 -2.109
C -4.352 -1.700 -2.180
H 3.989 3.036 1.081
C -5.530 -0.016 0.553
H 1.099 1.629 -4.959
C 4.789 1.586 -0.254
C -3.829 1.441 -0.279
H 6.477 -2.041 0.503
H 4.991 -0.571 -0.539
C -1.677 -0.633 -6.412
F -2.944 2.903 3.966
H 6.861 0.707 1.431
C -4.950 0.069 1.965
H -12.649 2.708 2.419
H 7.737 -9.587 1.280
H 3.838 6.471 5.465
H -6.152 0.861 0.398
H 8.682 -8.431 -0.688
C -9.166 0.230 -7.239
F -6.880 0.784 -7.172
C 7.241 -1.311 0.749
C 5.216 0.175 0.217
C 0.225 0.797 -6.750
H -11.311 -1.259 1.512
H -11.623 1.203 -5.122
H 6.190 -8.389 2.789
C 9.356 -2.644 0.560
C -4.796 -2.126 -3.579
H 0.929 1.276 -7.415
C 9.005 2.029 -2.910
C -0.777 -0.014 -7.266
H -5.801 0.227 2.615
C 10.707 -0.820 4.095
C 9.306 -0.460 6.433
H -9.175 -0.486 1.487
H 9.300 -2.600 6.576
H -7.444 2.171 -5.065
C 0.675 5.455 4.762
H 7.265 0.615 -0.262
C 9.578 1.617 -4.096
H -0.854 -0.165 -8.334
H -0.849 0.087 -0.520
H 1.492 6.800 6.220
C -10.633 1.114 -5.548
C -0.577 0.371 -4.554
C -3.483 -1.113 3.698
H -4.764 -2.417 -1.471
F 11.390 -0.998 2.947
H 2.499 3.771 2.448
H -4.374 -1.475 -4.339
O -7.404 -1.166 1.418
C -12.733 1.638 2.546
H 8.781 -3.554 0.689
H 4.703 -0.081 1.140
C -3.221 1.549 1.100
H -4.651 2.126 -0.443
C -13.711 1.120 3.380
C -11.866 0.786 1.874
H -6.608 -2.830 -4.480
H -4.858 -4.293 -3.367
C -0.894 0.994 0.077
H -0.347 5.593 5.091
H -13.048 -2.184 3.026
H -5.795 -0.078 -2.038
C 6.714 0.114 0.529
C 1.442 1.541 -0.632
H -3.214 -3.635 -3.487
C 6.605 -7.885 1.927
C 10.961 1.557 -4.184
C 11.747 1.896 -3.091
C 3.270 5.108 3.923
C 9.766 2.376 -1.814
C 2.261 4.426 3.274
H 0.902 0.392 1.127
H -2.458 -1.266 -6.812
H 8.948 1.348 -4.933
H -9.717 2.385 -4.083
H -14.401 1.764 3.907
H 0.153 4.074 3.206
H -3.109 1.596 -1.071
H 9.035 -0.625 -0.147
C -12.948 -1.117 2.878
O -8.670 -0.920 0.789
C -13.800 -0.250 3.532
H -3.798 -3.232 3.943
H 9.684 -2.263 1.521
C 1.707 6.132 5.397
O -3.768 4.092 0.423
C -4.749 -0.274 -1.849
C -6.323 -2.188 -3.656
H -8.991 -0.361 -8.128
H 9.283 2.697 -0.901
F -3.225 5.022 3.292
C 9.610 -1.742 5.995
F 6.476 -4.657 0.315
H -11.110 1.197 1.215
H -6.785 -1.210 -3.744
H 7.525 -1.442 1.788
C 3.018 5.958 4.980
H 0.800 1.867 -1.443
F 4.541 4.937 3.509
F 7.658 2.078 -2.824
H -1.429 1.146 2.163
H 8.223 -1.850 -1.112
H 12.825 1.842 -3.163
H 3.248 1.437 1.248
N -4.398 0.053 -0.426
C 6.265 -6.564 1.675
F -4.924 3.577 3.158
H 11.757 2.561 -1.052
O -1.554 3.666 1.375
H 1.962 0.628 -0.910
H -5.166 -1.889 2.702
C 2.461 2.638 -0.367
C 10.419 0.464 4.510
H 10.555 -2.920 4.452
H 5.661 2.225 -0.177
H -4.230 -3.728 -4.899
H -2.079 -0.247 1.374
C -10.432 0.342 -6.683
C -4.239 -3.532 -3.831
H -3.643 -0.581 -0.156
H -2.259 -0.927 -4.353
O -4.102 1.200 2.145
C 0.330 0.997 -5.382
H -4.080 -0.653 4.480
C -1.890 0.815 1.239
F -0.484 0.558 -3.214
H 5.597 -6.017 2.327
C 8.500 -1.569 -0.100
H 9.472 1.639 6.026
H 11.425 1.242 -5.108
H -2.610 -0.492 3.545
C 7.665 -6.591 -0.293
H -6.985 -1.160 -0.555
S -2.949 3.366 1.345
C 9.710 0.640 5.688
H 4.556 1.510 -1.313
F -14.745 -0.754 4.340
C -4.326 -1.252 2.442
C -9.563 1.776 -4.963
H 8.757 -0.318 7.353
C 10.313 -1.930 4.815
*
```

Atom charges from the Löwdin analysis, given in e for atoms 1 to 4:
1. C -0.075
2. H 0.121
3. H 0.084
4. H 0.098

Below is a 2-piece molecular cluster, C2H8N2 overall, with properties calculated with wB97M-V/def2-TZVPD.

Results
Relative energy (zero: lowest compared OMol25 entry of this formula, charge and spin) in eV: 3.752
SMILES string: C=NC.N
HOMO-LUMO gap in eV: 8.7
LUMO level in eV: 0.192

```
! RIJCOSX wB97M-V def2-TZVPD def2/J DEFGRID3
* xyz 0 1
H 2.720 -5.219 -2.812
H -1.822 4.427 1.082
C -1.057 1.740 0.326
H -1.146 1.587 -0.687
H 3.366 -6.483 -1.826
N -2.184 2.155 0.857
H -0.049 1.258 0.599
H -3.143 3.897 1.935
H -1.536 3.664 2.566
H 3.784 -4.969 -1.626
C -2.173 3.530 1.679
N 3.238 -5.587 -2.091
*
```

Atom charges from the Löwdin analysis, given in e for atoms 1 to 4:
1. H -0.015
2. H 0.074
3. C -0.094
4. H 0.014

Below is C29H18BaCl2N5O2 as an isolated structure, with properties calculated with wB97M-V/def2-TZVPD.

Results
HOMO-LUMO gap in eV: 5.5
LUMO level in eV: 1.895

```
! RIJCOSX wB97M-V def2-TZVPD def2/J DEFGRID3
* xyz -1 1
C 2.840 5.611 -0.128
C 0.352 2.818 -2.192
C 5.045 -0.354 0.980
Cl 4.547 6.222 1.915
H 0.078 -4.412 3.937
C 2.162 3.143 0.965
H 4.080 1.818 3.411
C -2.081 -0.143 -4.090
O 0.485 3.821 -2.910
N -0.755 0.545 -2.214
H 2.023 -0.856 5.376
C 3.781 -0.730 0.598
H 1.391 -3.264 5.731
C 1.109 -2.736 4.829
H -2.233 1.274 -5.707
C 5.134 0.610 2.020
C 0.377 -3.377 3.834
C 3.413 5.216 1.069
Cl 3.205 7.164 -0.814
N 0.838 2.568 -0.974
H -1.706 -1.274 -2.313
N 0.390 -1.386 2.500
C 1.975 4.770 -0.802
H -2.052 2.970 5.040
N 2.638 -0.229 1.063
C 0.045 -2.657 2.704
C -0.622 1.646 2.222
H -2.604 1.937 2.894
H 5.926 -0.795 0.536
H 3.508 3.697 2.538
C 0.796 1.796 2.636
C 3.058 3.989 1.604
H 1.565 5.091 -1.742
C 1.634 3.498 -0.308
C -1.030 1.992 -4.084
C -1.543 2.046 3.118
C -1.525 -0.343 -2.844
Ba 0.364 0.390 0.264
H 0.251 3.367 5.766
O 1.908 1.315 4.417
C 1.465 -1.418 4.641
C 1.094 -0.771 3.458
H -0.790 2.951 -4.518
N 1.761 1.914 1.532
C 2.678 0.799 2.043
H -2.699 -0.902 -4.550
H -0.536 -3.120 1.911
C -1.221 2.657 4.412
H 3.662 -1.503 -0.163
H 1.875 3.343 3.869
C -0.504 1.710 -2.819
C 0.029 2.874 4.825
C 1.188 2.497 3.961
C 1.577 0.596 3.219
H 6.110 0.897 2.398
C -1.822 1.064 -4.727
C 4.020 1.157 2.557
*
```

Atom charges from the Löwdin analysis, given in e for atoms 1 to 4:
1. C -0.682
2. C -0.486
3. C -0.149
4. Cl 0.630

The evaluated DFT total energy for the records listed, in turn: -96950.9820 -228339.2287 -121638.4779 -5179.9860 -67648.6471 eV.
The evaluated M for the records listed, in turn: 1039.176 851.394 1219.485 60.100 676.730 g/mol.
The evaluated strongest force on any atom for the records listed, in turn: 3.329 0.314 2.065 4.846 4.149 eV Å⁻¹.